[1]
{"formula": "C12H18AlFN4O4S", "method": "the ωB97M-V functional and the def2-TZVPD basis", "symbols": ["Al", "C", "C", "N", "C", "C", "S", "C", "C", "N", "H", "H", "H", "H", "H", "H", "H", "H", "H", "H", "H", "H", "H", "H", "F", "C", "C", "N", "C", "C", "O", "O", "C", "O", "N", "C", "O", "H", "H", "H", "H"], "coordinates": [[0.595963, -1.164835, -0.199538], [2.035047, -2.700514, -2.046305], [0.569253, -3.038912, -2.307248], [-0.261198, -2.686628, -1.108138], [-1.664921, -2.255282, -1.440363], [-1.689981, -0.964026, -2.262260], [-0.483692, 0.297180, -1.688793], [0.902751, 0.207991, -2.899880], [2.234722, -0.159336, -2.251424], [2.164175, -1.370761, -1.357035], [2.602663, -2.706978, -2.975099], [2.473074, -3.445270, -1.383598], [0.469879, -4.097507, -2.532984], [0.182845, -2.492947, -3.161203], [-0.338084, -3.512053, -0.513006], [-2.184306, -2.107859, -0.494988], [-2.186390, -3.041105, -1.984517], [-2.669245, -0.500104, -2.159130], [-1.520553, -1.111325, -3.326913], [0.991799, 1.205743, -3.325272], [0.609660, -0.459802, -3.706345], [2.579556, 0.665721, -1.630141], [2.979156, -0.316784, -3.031236], [3.038877, -1.386900, -0.834142], [-2.542899, 3.409640, 0.551414], [-1.900255, 3.232397, 1.702625], [-0.966102, 2.299956, 1.822257], [-0.279821, 2.077182, 3.005575], [0.767251, 1.081165, 3.076254], [0.230101, -0.263525, 2.623807], [-0.525631, -0.962499, 3.199991], [0.687419, -0.650616, 1.351652], [-0.504228, 2.866911, 4.141643], [0.115781, 2.712225, 5.162955], [-1.485910, 3.818250, 3.969061], [-2.251042, 4.106985, 2.828437], [-3.077274, 4.973719, 2.807081], [-0.712345, 1.672142, 0.979409], [1.042276, 0.998620, 4.123823], [1.641409, 1.370340, 2.497244], [-1.669794, 4.399421, 4.776342]], "forces_ev_per_angstrom": [[-0.1, 0.0, -0.6], [-0.1, 0.0, 0.1], [0.1, 0.0, 0.0], [-0.2, 0.0, 0.2], [0.1, 0.1, -0.1], [0.0, 0.0, 0.0], [0.1, -0.1, 0.1], [0.0, 0.0, 0.0], [-0.1, -0.1, 0.0], [0.0, 0.2, 0.0], [0.0, 0.0, 0.0], [0.1, 0.0, 0.0], [0.0, -0.1, 0.0], [0.0, 0.0, 0.0], [0.0, 0.0, 0.0], [0.0, 0.0, 0.1], [0.0, -0.1, 0.0], [0.0, 0.0, 0.0], [0.0, 0.0, 0.0], [0.0, 0.0, 0.0], [0.0, 0.0, 0.0], [0.0, 0.0, 0.1], [0.0, 0.0, 0.0], [0.0, 0.0, 0.0], [-0.1, 0.0, -0.1], [-0.1, 0.1, 0.0], [0.2, -0.2, 0.1], [-0.1, 0.0, -0.1], [-0.1, 0.0, -0.1], [-0.1, -0.3, -0.1], [-0.1, 0.0, 0.0], [0.3, 0.2, 0.3], [0.0, 0.0, 0.1], [-0.1, 0.0, -0.1], [-0.1, 0.0, -0.1], [0.1, 0.1, 0.3], [0.0, 0.0, 0.0], [0.1, 0.0, 0.0], [0.1, 0.0, 0.1], [0.1, 0.0, -0.1], [0.0, 0.0, 0.1]], "nbo_charge": [1.928, -0.250, -0.252, -0.762, -0.250, -0.533, 0.300, -0.529, -0.249, -0.759, 0.257, 0.249, 0.270, 0.220, 0.452, 0.251, 0.263, 0.299, 0.259, 0.294, 0.248, 0.249, 0.260, 0.453, -0.290, 0.271, -0.045, -0.426, -0.324, 0.810, -0.464, -1.044, 0.794, -0.575, -0.629, 0.597, -0.497, 0.185, 0.309, 0.211, 0.452], "charge": 2, "lumo_ev": -6.771, "e_above_lowest_kj_mol": 234.0, "fmax_ev_per_a": 0.625, "energy_ev": -47024.28119}


[2]
{"formula": "C12H18AuF4N2O7P2", "method": "the ωB97M-V functional and the def2-TZVPD basis", "symbols": ["Au", "C", "N", "C", "C", "C", "N", "C", "C", "F", "C", "F", "C", "C", "F", "C", "F", "H", "H", "H", "H", "H", "H", "H", "H", "H", "H", "H", "C", "C", "O", "P", "O", "O", "O", "P", "O", "O", "O", "H", "H", "H", "H", "H", "H", "H"], "coordinates": [[12.227504, 8.477936, 7.199315], [13.725285, 11.065606, 8.125975], [12.469318, 10.658512, 7.408083], [12.542344, 11.224727, 6.024841], [11.311102, 11.152475, 8.124466], [10.007314, 10.561565, 7.669367], [10.179753, 9.106860, 7.541163], [9.055976, 8.345912, 7.448822], [9.044302, 6.920061, 7.636275], [10.159231, 6.386311, 8.204587], [7.975635, 6.121893, 7.292240], [8.121784, 4.773386, 7.432445], [6.719110, 6.679238, 6.941660], [6.676636, 8.065482, 6.794205], [5.492473, 8.620703, 6.478167], [7.784348, 8.875586, 7.027147], [7.694837, 10.184211, 6.700158], [13.911124, 12.120555, 7.982646], [14.553053, 10.470256, 7.713831], [13.650220, 10.788571, 9.177949], [12.590837, 12.289966, 6.107690], [11.622576, 10.886834, 5.501613], [13.432998, 10.823765, 5.512447], [11.281325, 12.255601, 8.108021], [11.466024, 10.943591, 9.189029], [9.653760, 11.073869, 6.771016], [9.270240, 10.810724, 8.454631], [5.853162, 6.074165, 6.792132], [14.579752, 5.396183, 3.874852], [14.474328, 6.115396, 5.211799], [15.385122, 5.431848, 6.134556], [15.069292, 7.807391, 5.087145], [16.650055, 7.587518, 4.746945], [14.585354, 8.561569, 3.757092], [14.748704, 8.581051, 6.322605], [12.739251, 5.980259, 6.030273], [12.520411, 4.377973, 5.996007], [11.667435, 6.609738, 5.205261], [13.045982, 6.344738, 7.500448], [15.597637, 5.065664, 3.757198], [14.237096, 5.953151, 2.994095], [13.981918, 4.451283, 3.904394], [15.260810, 5.807648, 7.030172], [17.197760, 7.474642, 5.549441], [15.313086, 8.721427, 3.137108], [12.912700, 3.992837, 6.777455]], "forces_ev_per_angstrom": [[0.9, 0.1, 0.6], [0.1, -1.6, -0.2], [1.2, 0.1, -0.6], [-0.6, -1.6, -0.2], [0.0, 0.7, 1.3], [0.2, 0.4, 0.5], [-1.4, -0.5, -0.1], [-0.2, 0.1, -0.5], [1.6, -0.1, 0.4], [-1.3, 0.4, -0.9], [-0.4, -1.0, 0.5], [-0.3, 1.6, -0.1], [2.0, 0.4, 0.2], [-0.5, 0.1, 0.4], [0.9, -0.1, 0.0], [-0.2, 0.4, -0.5], [-0.4, -1.0, 0.3], [-0.1, 0.3, 0.1], [-0.2, 0.4, -0.1], [-0.1, 0.3, 0.0], [0.0, 0.8, -0.1], [0.7, 0.5, 0.0], [-0.4, 0.2, 0.3], [-0.1, -0.2, -0.4], [0.0, -0.3, -0.2], [0.1, -0.5, -0.2], [0.2, -0.3, -0.4], [-0.4, -0.3, -0.1], [-1.0, -1.3, 0.0], [-1.0, -0.7, 0.6], [-0.4, 0.9, -0.1], [1.3, 0.2, -0.4], [-0.9, 0.7, 0.8], [0.2, -0.5, 0.6], [-0.4, 0.1, -0.1], [1.2, -1.9, -1.0], [-0.1, 0.9, -0.2], [0.4, 0.7, 0.9], [-1.1, 1.3, -0.8], [0.5, 0.1, -0.2], [0.1, 0.1, 0.4], [0.3, 0.8, 0.1], [-0.2, -0.2, -0.5], [-0.3, -0.1, -0.5], [-0.1, -0.1, 0.0], [0.2, -0.4, 0.4]], "mulliken_spin": [0.546, -0.002, 0.202, 0.001, 0.028, -0.075, 0.655, 0.070, 0.119, 0.011, -0.080, -0.006, 0.240, -0.072, -0.007, 0.175, 0.019, 0.001, 0.004, -0.001, 0.005, -0.001, 0.000, 0.008, 0.002, 0.029, 0.031, 0.009, 0.000, 0.003, 0.000, 0.008, 0.003, -0.001, 0.040, -0.001, -0.001, 0.005, 0.036, 0.000, 0.000, 0.000, -0.001, 0.000, 0.000, 0.000], "charge": 1, "lumo_ev": [-2.844, -6.179], "spin_multiplicity": 3, "fmax_ev_per_a": 2.443, "energy_ev": -63184.11470}


[3]
{"formula": "C12H18B2F8N2ORbTl", "method": "the ωB97M-V functional and the def2-TZVPD basis", "symbols": ["Tl", "Rb", "B", "F", "F", "F", "F", "B", "F", "F", "F", "F", "C", "C", "C", "O", "C", "H", "H", "H", "H", "H", "H", "H", "H", "N", "C", "C", "C", "C", "H", "H", "H", "H", "H", "N", "C", "C", "C", "C", "H", "H", "H", "H", "H"], "coordinates": [[20.115947, -4.154978, 2.896857], [24.925545, -2.676401, -0.103007], [18.591539, -1.365833, 3.380944], [17.805779, -2.486845, 3.131494], [19.164621, -0.907238, 2.186671], [17.880945, -0.309255, 3.950561], [19.685136, -1.713480, 4.234089], [23.064446, -2.661580, 2.742160], [22.044194, -1.720960, 2.746814], [22.855120, -3.581152, 3.796690], [22.967970, -3.425321, 1.558056], [24.309433, -2.054215, 2.689746], [24.578411, -6.651186, 3.914741], [24.027212, -6.341491, 5.295469], [22.563367, -6.792974, 5.115224], [22.214018, -6.512502, 3.768978], [23.349014, -7.009123, 3.040688], [25.180231, -7.559561, 3.935997], [25.105186, -5.789297, 3.510885], [23.931129, -5.260237, 5.417902], [24.550489, -6.859356, 6.091575], [21.834562, -6.246415, 5.719629], [22.435831, -7.857844, 5.342140], [23.363020, -6.597694, 2.027409], [23.198522, -8.070782, 2.816718], [22.780858, -2.375695, 7.636950], [23.573415, -1.520110, 8.368032], [24.279512, -0.697791, 7.444098], [24.018666, -1.200715, 6.194395], [22.991746, -2.187126, 6.328432], [22.126109, -3.068839, 7.977738], [23.522062, -1.594568, 9.445341], [25.010860, 0.019084, 7.781656], [24.485114, -0.900407, 5.270043], [22.644845, -2.861898, 5.550279], [24.594526, 1.576658, -0.997885], [23.686574, 0.629523, -1.444189], [23.080881, 0.086970, -0.332022], [23.654403, 0.670579, 0.788745], [24.581243, 1.642404, 0.358139], [25.055889, 2.251991, -1.589681], [23.541316, 0.518806, -2.507328], [22.270293, -0.625925, -0.357314], [23.367855, 0.360529, 1.782297], [25.195102, 2.361934, 0.873789]], "forces_ev_per_angstrom": [[-0.5, 0.5, 0.0], [0.1, -0.1, 0.0], [-0.3, 2.2, -0.2], [0.2, -0.8, 0.1], [0.3, -0.4, -0.5], [0.1, -0.7, 0.1], [0.3, -0.9, 0.5], [-1.3, -0.1, -0.7], [0.5, 0.0, 0.2], [0.6, 0.4, 0.5], [-0.1, -0.5, -0.6], [0.8, 0.3, 0.6], [-0.1, -0.8, -0.8], [-1.5, 0.1, -0.6], [-0.7, 0.1, 0.7], [0.6, -0.3, -0.2], [-0.4, 0.4, -0.6], [0.5, 0.4, 0.0], [0.3, -0.2, -0.1], [0.6, 0.0, 0.4], [0.0, 0.2, 0.2], [0.2, 0.0, 0.2], [0.1, -0.1, -0.1], [0.0, 0.6, 0.3], [0.3, -0.2, 0.7], [-0.5, -0.2, -0.3], [-1.1, -0.3, -0.6], [0.7, -0.6, 0.2], [0.6, 1.7, 0.4], [0.4, -1.2, 0.2], [0.0, 0.1, 0.3], [0.3, 0.3, 0.1], [0.0, 0.2, -0.3], [-0.2, 0.0, -0.1], [-0.5, 0.2, -0.1], [-0.1, 0.2, 0.2], [0.6, 1.2, -0.2], [-0.3, -0.5, -0.1], [-0.6, -0.5, 0.7], [0.0, -0.2, -0.9], [0.1, -0.1, -0.1], [-0.2, -0.2, 0.0], [0.0, 0.0, 0.2], [0.2, 0.4, 0.2], [-0.1, -0.1, 0.2]], "nbo_charge": [0.948, 0.994, 1.330, -0.569, -0.573, -0.550, -0.607, 1.319, -0.538, -0.571, -0.596, -0.574, -0.439, -0.428, -0.071, -0.529, -0.082, 0.231, 0.207, 0.184, 0.235, 0.177, 0.189, 0.188, 0.190, -0.537, 0.305, -0.248, -0.150, 0.305, 0.473, 0.275, 0.287, 0.282, 0.301, -0.512, 0.079, -0.321, -0.219, 0.109, 0.451, 0.254, 0.271, 0.274, 0.254], "charge": 2, "lumo_ev": -12.344, "fmax_ev_per_a": 2.247, "energy_ev": -46197.84003}